A structure of composition C52H60N8OPb. Source: OMol25; level of theory: the ωB97M-V functional and the def2-TZVPD basis.

```
122
C52H60N8OPb, DFT the ωB97M-V functional and the def2-TZVPD basis
Pb 0.097 0.252 0.306
C -0.026 -1.771 6.896
C 0.608 -1.169 5.669
C 1.769 -1.698 5.113
C 2.305 -1.170 3.954
C 1.706 -0.099 3.275
N 2.171 0.299 2.006
C 3.511 0.468 1.870
C 4.293 0.797 3.020
C 5.654 0.898 2.999
C 6.352 0.705 1.802
C 7.849 0.775 1.748
C 5.606 0.505 0.642
C 4.228 0.384 0.629
N 3.630 0.154 -0.649
C 4.300 -0.256 -1.765
C 3.463 -0.121 -2.835
C 2.275 0.383 -2.286
N 2.365 0.527 -0.973
C 0.578 0.482 3.893
C 0.047 -0.058 5.051
N 0.031 1.723 3.443
C -0.332 2.754 4.247
C -0.718 3.792 3.442
C -0.549 3.315 2.137
N -0.096 2.062 2.136
H 0.514 -2.657 7.223
H -1.064 -2.048 6.702
H -0.037 -1.055 7.721
H 2.254 -2.542 5.589
H 3.189 -1.617 3.517
H 3.764 0.999 3.941
H 6.196 1.139 3.906
H 8.289 0.510 2.708
H 8.173 1.793 1.509
H 8.251 0.115 0.979
H 6.152 0.469 -0.291
H 5.307 -0.637 -1.733
H 3.675 -0.344 -3.868
H 1.360 0.636 -2.802
H -0.835 0.404 5.484
H -0.257 2.677 5.320
H -1.065 4.764 3.753
H -0.732 3.833 1.206
C 1.520 4.126 -1.163
C 0.352 3.719 -2.070
C 0.415 4.458 -3.411
C -0.984 3.953 -1.373
C -1.340 5.252 -1.026
C -2.522 5.519 -0.356
C -3.368 4.475 -0.018
C -3.063 3.160 -0.353
C -4.028 2.047 0.022
C -3.837 1.681 1.504
C -5.490 2.421 -0.246
C -1.862 2.910 -1.028
N -1.467 1.569 -1.371
C -1.593 1.256 -2.601
C -1.096 0.095 -3.371
C -1.034 0.368 -4.741
C -0.596 -0.552 -5.678
C -0.216 -1.815 -5.250
C -0.301 -2.138 -3.911
C -0.732 -1.216 -2.932
N -0.682 -1.619 -1.614
C -0.987 -2.930 -1.306
C -2.168 -3.598 -1.766
C -2.412 -4.875 -1.283
C -1.549 -5.507 -0.400
C -0.379 -4.872 0.001
C -0.077 -3.601 -0.443
C 1.311 -3.016 -0.215
C 1.820 -3.171 1.219
C 2.296 -3.683 -1.187
C -3.237 -2.978 -2.661
C -4.635 -3.050 -2.023
C -3.278 -3.682 -4.024
H 2.470 3.975 -1.683
H 1.536 3.526 -0.247
H 1.453 5.179 -0.884
H 0.464 2.656 -2.274
H 0.418 5.540 -3.266
H -0.442 4.207 -4.042
H 1.327 4.191 -3.950
H -0.680 6.072 -1.288
H -2.788 6.538 -0.103
H -4.295 4.686 0.504
H -3.782 1.184 -0.597
H -3.937 2.577 2.121
H -2.847 1.255 1.690
H -4.600 0.966 1.834
H -5.875 3.090 0.527
H -6.117 1.527 -0.243
H -5.605 2.914 -1.212
H -2.089 1.990 -3.247
H -1.323 1.359 -5.078
H -0.558 -0.285 -6.726
H 0.136 -2.552 -5.962
H 0.016 -3.114 -3.567
H -3.301 -5.401 -1.610
H -1.771 -6.506 -0.046
H 0.311 -5.401 0.647
H 1.282 -1.948 -0.458
H 1.940 -4.221 1.493
H 1.151 -2.701 1.942
H 2.804 -2.702 1.307
H 2.357 -4.754 -0.979
H 3.296 -3.256 -1.076
H 1.983 -3.559 -2.228
H -3.012 -1.926 -2.838
H -5.009 -4.074 -2.005
H -5.339 -2.458 -2.612
H -4.635 -2.678 -0.999
H -3.521 -4.739 -3.900
H -2.325 -3.610 -4.547
H -4.049 -3.231 -4.652
O -2.927 -1.115 0.339
H -3.734 -0.629 0.539
H -2.805 -1.058 -0.617
N -1.534 -2.223 2.874
C -0.990 -1.480 2.174
H -2.085 -2.885 3.387
```

As for the net charge: +2. Its LUMO energy (spin up / spin down) is -0.2451 / -0.2483 hartree. For the highest occupied orbital energy (spin up / spin down), the calculation gives -12.74 / -12.55 eV. For the largest force on an atom, the calculation gives 0.01440 hartree/bohr. The HOMO-LUMO gap (spin up / spin down) comes out at 6.070 / 5.788 eV.